1.
This record from the OMol25 dataset describes the molecule C4H6N2O. The level of theory is wB97M-V/def2-TZVPD.

```
13
Properties=species:S:1:pos:R:3:forces:R:3:mulliken_charge:R:1
N 0.48103 -0.02555 -2.07817 0.0 -0.1 -0.2 -0.5972
C -0.05888 0.07671 -0.78834 -0.1 0.1 0.1 0.8453
C 0.33452 1.08677 0.11553 0.1 0.7 -0.6 -0.6890
N -0.45529 1.04018 1.18454 0.4 -0.1 0.5 -0.0087
C -1.02151 -0.25265 1.23679 0.8 0.0 0.0 -0.1544
O -0.03708 -0.96503 2.03334 -1.2 -1.1 0.7 -0.4329
C -1.01315 -0.68985 -0.13007 0.2 -0.1 -0.5 -0.7193
H 1.47500 0.17842 -2.06099 -0.2 0.0 -0.2 0.2402
H 0.32865 -0.93094 -2.50165 0.0 0.0 0.1 0.2493
H 1.16607 1.77045 0.07840 -0.3 0.5 -0.5 0.3418
H -0.28265 1.54484 2.03868 0.4 -0.3 0.0 0.2367
H 0.63550 -1.28222 1.38950 -0.6 0.4 0.4 0.3329
H -1.55221 -1.55112 -0.51756 0.5 0.0 0.2 0.3554
```
Forces are in eV/Å.

The calculation puts the total energy at -9269.2781 eV. The calculation puts the orbital gap (alpha / beta) at 0.2624 / 0.2858 Eh. Its structure (SMILES) is Nc1c[nH]c(O)c1. For the energy above the lowest of the compared OMol25 structures with the same formula, charge and spin, the calculation gives 407.5 kJ/mol. Its largest force on an atom is 0.035 hartree/bohr. The HOMO energy (alpha / beta) is -7.09 / -7.74 eV. Its multiplicity is 1.



2.
This record from the OMol25 dataset describes C11H12F6NO4PdS2 as an isolated structure. The level of theory is wB97M-V/def2-TZVPD.

```
37
Properties=species:S:1:pos:R:3:forces:R:3:mulliken_charge:R:1
Pd -0.46452 -0.89282 -0.07790 0.1 0.4 -1.1 -0.0003
C 2.71792 0.91796 -2.67234 0.1 0.0 0.0 -1.4878
C 1.30220 0.43023 -2.54032 -0.1 0.0 -0.1 0.8641
C 1.03210 -0.91536 -2.36224 0.2 -0.1 -0.1 -0.3742
C -0.28358 -1.41184 -2.22839 0.2 -0.1 0.3 0.1250
C -0.56174 -2.89263 -2.37203 0.0 -0.1 0.0 -1.3046
C -1.32386 -0.46768 -2.18839 -0.2 0.1 0.2 -0.8524
C -1.06700 0.90918 -2.34889 0.0 -0.1 0.0 1.0118
C -2.20676 1.88746 -2.28717 0.0 0.1 0.0 -1.5066
C 0.23266 1.33278 -2.55839 0.0 0.0 0.0 -0.5944
H 3.34992 0.18616 -3.17803 0.0 0.0 0.0 0.3655
H 3.15872 1.10674 -1.68996 0.0 0.0 0.0 0.2643
H 2.76394 1.85172 -3.23515 0.0 0.0 0.0 0.3762
H 1.84698 -1.63224 -2.40131 0.0 0.0 0.0 0.3636
H -0.56046 -3.40793 -1.41079 0.0 0.0 0.0 0.2260
H 0.19140 -3.36606 -3.00493 0.0 0.0 0.0 0.3664
H -1.53717 -3.05805 -2.83223 0.0 0.0 0.0 0.3609
H -2.35290 -0.81300 -2.19554 0.0 0.0 0.0 0.3101
H -2.44499 2.14039 -1.25183 0.0 0.0 0.0 0.2681
H -3.11224 1.47273 -2.73441 0.0 0.0 0.0 0.3373
H -1.96196 2.81370 -2.80908 0.0 0.0 0.0 0.3930
H 0.42866 2.39062 -2.70294 0.0 0.0 0.0 0.3147
F -1.59250 -2.89624 1.66229 0.1 0.0 0.0 -0.1995
C -0.62285 -2.40310 2.44732 -0.1 0.1 0.0 0.6569
F 0.55983 -2.75403 1.94287 0.0 0.0 0.0 -0.2121
F -0.75559 -2.98370 3.63684 0.0 0.0 0.0 -0.2378
S -0.80633 -0.51310 2.58623 0.1 0.0 1.0 1.3807
O 0.38788 0.09607 2.02871 -0.2 -0.5 0.0 -0.7081
O -2.07230 -0.20425 1.98136 0.0 -0.2 -0.1 -0.6395
N -0.95334 -0.33011 4.14752 0.1 0.3 -0.2 -0.6137
S 0.27449 -0.40437 5.13976 -0.2 0.1 0.0 1.1180
O -0.24666 -0.42499 6.47408 0.1 0.0 0.0 -0.6938
O 1.30716 -1.32651 4.76024 0.0 0.0 0.0 -0.6235
C 1.11403 1.27097 5.01342 0.0 0.0 0.0 0.6679
F 1.35443 1.75234 6.24320 0.0 0.0 -0.1 -0.2445
F 2.28432 1.17064 4.37973 -0.1 0.1 0.0 -0.2374
F 0.36132 2.16412 4.36499 0.0 0.0 0.1 -0.2405
```
Forces are in eV/Å.

The calculation puts the total energy at -62737.9635 eV. The calculation puts the orbital gap at 0.2679 Eh. The net charge is -1. Its largest force on an atom is 0.022 hartree/bohr. The HOMO energy is -4.37 eV. Its multiplicity is 1.



3.
This record from the OMol25 dataset describes C4H6OS4 as an isolated structure. The level of theory is wB97M-V/def2-TZVPD.

```
15
Properties=species:S:1:pos:R:3:forces:R:3:mulliken_charge:R:1
C -0.30332 0.58147 0.90397 1.9 -2.8 0.2 -0.6193
C 0.48064 -0.45255 1.50442 -3.4 2.8 -0.9 -0.2318
C -0.59081 0.85546 -0.50187 -0.1 0.9 0.9 0.6341
C 2.23862 -0.95524 -0.06201 -1.1 -2.0 1.1 0.2664
O 1.36388 -1.29163 1.02659 1.3 -0.1 -1.6 -0.3262
S -1.64326 2.27484 -0.77921 -0.5 -0.1 3.0 -0.2217
S -0.14562 -0.05454 -1.71706 0.6 -1.1 -1.5 -0.2346
S 2.67576 -2.07299 -1.10289 0.1 -0.8 -0.4 -0.2323
S 2.95106 0.53714 -0.05699 1.7 1.4 -1.5 -0.0470
H -0.91608 1.11114 1.56979 -0.6 0.5 1.2 0.3617
H 0.19125 -0.74050 2.50913 0.3 0.3 0.2 0.3537
H -1.34889 2.50113 -1.98984 0.6 0.0 -2.2 0.1337
H -3.78384 -1.28124 -1.32962 0.6 -1.9 1.0 -0.0400
H -3.56281 -1.98770 -0.97982 -0.6 1.9 -0.9 0.0445
H 2.39344 0.97519 1.00541 -0.9 0.9 1.7 0.1589
```
Forces are in eV/Å.

The calculation puts the total energy at -49629.9839 eV. The calculation puts the orbital gap at 0.2748 Eh. For the energy above the lowest of the compared OMol25 structures with the same formula, charge and spin, the calculation gives 52.8 kJ/mol. Its largest force on an atom is 0.088 hartree/bohr. The HOMO energy is -8.56 eV. Its multiplicity is 1.



4.
This record from the OMol25 dataset describes a 2-piece molecular cluster, CHIS2 overall. The level of theory is wB97M-V/def2-TZVPD.

```
5
Properties=species:S:1:pos:R:3:forces:R:3:mulliken_charge:R:1
C 1.62924 0.52945 -0.29605 0.8 -1.4 1.8 0.5198
S 1.88121 1.26508 -1.60019 -0.3 0.9 -1.4 -0.2786
S 1.70446 -0.31148 1.02521 -0.6 0.5 -0.5 -0.2429
I -2.95237 -0.45123 -0.26076 0.4 -0.3 0.8 -0.0979
H -2.26254 -1.03182 1.13178 -0.4 0.4 -0.8 0.0996
```
Forces are in eV/Å.

The calculation puts the total energy at -30823.8657 eV. The calculation puts the orbital gap at 0.3491 Eh. For the energy above the lowest of the compared OMol25 structures with the same formula, charge and spin, the calculation gives 14.3 kJ/mol. Its largest force on an atom is 0.048 hartree/bohr. The HOMO energy is -9.71 eV. Its multiplicity is 1.